C2H8N6 | ωB97M-V/def2-TZVPD

XYZ file:
```
16
Properties=species:S:1:pos:R:3:mulliken_charge:R:1
C -0.81591 0.06432 -1.08994 -0.878
C -0.60079 0.22611 0.41244 -0.688
N 4.55846 0.36954 -0.37911 0.739
N 5.26540 1.16112 -0.76399 -0.435
N 3.99821 -0.59244 0.07716 -0.658
N 1.75632 0.79868 0.65726 -0.916
N 1.07402 -1.25128 0.97168 -0.875
N 0.85990 -0.06260 0.74633 1.130
H -0.09087 0.64167 -1.68516 0.305
H -1.77086 0.37275 -1.40791 0.368
H -0.88608 -1.06371 -1.17384 0.258
H -1.19846 -0.25181 1.30276 0.392
H -0.93206 1.29148 0.55188 0.273
H 3.04291 -0.39623 0.28973 0.486
H 1.45342 1.66021 0.27808 0.221
H 0.18251 -1.75580 1.10466 0.277
```

Summary:
energy above the lowest of the compared OMol25 structures with the same formula, charge and spin	119.6	kcal per mole
E_HOMO	-8.98	eV
DFT total energy	-11138.874	eV